# 1
The following is a quantum chemistry calculation of C25H40ClLaN5O6S4 as an isolated structure, from OMol25.

CARTESIAN COORDINATES (ANGSTROEM)
1 H -3.01511 3.22468 -2.21455
2 C -3.99478 -1.49133 1.39899
3 H 5.18621 2.95001 -1.41671
4 C 2.43109 -2.43343 1.03982
5 N -0.70429 0.90084 5.05842
6 H -1.16297 2.27848 1.46303
7 H -3.55282 -3.62231 -0.37399
8 C 3.22565 2.40047 -0.72331
9 N 1.22806 -1.94128 0.80338
10 H 4.13557 -1.24357 0.56820
11 C 0.40620 -2.48420 1.76163
12 Cl 5.66330 5.57654 -0.42381
13 H 1.80831 -1.47825 -3.69411
14 N 2.40301 -3.26069 2.10731
15 H -0.63554 -2.23532 1.81095
16 H -1.34233 2.84827 5.52875
17 S 0.27349 0.47406 2.65096
18 C 3.17189 4.95105 0.42538
19 H 4.39581 -2.98984 0.49600
20 C 1.12246 -3.30106 2.57925
21 H -4.59266 -0.60109 1.56987
22 C -2.92374 2.39386 -1.50682
23 N -0.79741 -2.18942 -5.56624
24 H 1.33600 -3.64149 -4.73535
25 N -1.97197 1.75457 3.31637
26 La 0.33251 0.13894 -0.47025
27 C -2.13567 2.18942 1.95188
28 C 4.30005 4.52427 -0.29491
29 C 0.29254 -2.73376 -6.39780
30 C -0.86710 1.09708 3.72221
31 H 1.21447 4.46460 1.09356
32 C 3.36536 1.08554 -1.23304
33 S -2.32499 1.27599 -4.10466
34 S 0.45211 1.38941 -3.02634
35 H -3.25159 -1.59844 2.18278
36 H 1.29018 0.28576 5.39081
37 C 2.04313 2.82859 -0.02254
38 S -3.09011 -1.29507 -0.20207
39 C 1.45843 -2.79978 -5.41851
40 H -3.43166 2.77572 4.46090
41 H 0.06813 -0.31763 6.54118
42 C 4.32174 3.28388 -0.86255
43 C -1.23225 1.49910 -2.88929
44 H -3.01080 2.76140 -0.48780
45 H 1.69823 -0.64077 -5.24527
46 C 3.68374 -2.19378 0.28559
47 H 3.19139 -3.75977 2.48568
48 O -0.39419 -1.49282 -2.08061
49 H -4.01896 1.44444 3.46375
50 O -1.33896 -3.06240 -3.34627
51 H -1.24582 -2.94667 -4.90883
52 H -2.11844 -3.18958 -1.31140
53 H 0.51590 -2.02657 -7.19943
54 O -1.85701 -0.55568 0.22716
55 H 3.17981 5.92827 0.88621
56 H 0.04937 2.26978 6.44286
57 H -2.62837 3.16324 1.95360
58 H -2.74974 1.47475 1.39495
59 H -1.56410 1.65427 6.82741
60 H -3.70282 1.65600 -1.72641
61 H -1.99412 -3.36322 0.45964
62 H 0.01645 -3.69660 -6.82804
63 H 4.33306 0.87943 -1.72907
64 H -1.52760 -1.71477 -6.09692
65 H -4.64250 -2.35872 1.36710
66 C -3.19091 1.77346 4.09578
67 H -3.10982 1.09407 4.94116
68 H 0.84809 -3.89356 3.42753
69 O 2.56134 0.13895 -1.15792
70 H -0.53698 -0.31192 -4.55144
71 O -1.62680 1.81246 -1.61221
72 O 0.99891 2.10632 0.12778
73 H 0.16135 -0.97657 4.89314
74 C -2.63206 -3.05205 -0.36272
75 H 2.41478 -2.89195 -5.92310
76 C -0.91206 1.97657 6.01250
77 C 0.26468 -0.07861 5.49750
78 H 3.47661 -2.15231 -0.78122
79 C 1.31335 -1.47950 -4.66448
80 C -0.68809 -2.01739 -3.16815
81 C 2.08503 4.13667 0.54578
82 C -0.20066 -1.34804 -4.49857

Atomic forces in eV per Å
0.0132 -0.1867 0.1535
0.1784 0.2354 -0.7059
0.1427 0.0052 -0.0259
0.2111 -0.1306 0.0283
-0.0741 0.0433 -0.1201
-0.1754 0.0707 0.0865
-0.2326 -0.0805 0.0270
-0.7197 0.1167 0.3177
0.5594 -0.4057 0.1595
0.0277 0.0096 0.0272
0.0049 -0.4643 0.3679
0.1644 0.1355 -0.0538
0.0013 0.0577 -0.0535
0.1400 0.1499 -0.2024
-0.0624 0.0600 0.0505
-0.0220 -0.0050 0.0040
0.0691 0.1284 0.3390
0.0145 -0.1411 -0.0637
0.0447 -0.0031 -0.0715
-0.5392 0.0440 -0.0070
0.0110 0.1098 -0.0250
-0.4995 0.0249 0.1866
-0.7318 -0.4906 0.2066
0.0016 -0.0689 -0.0399
0.1852 -0.0153 0.2570
-2.0871 -1.6711 0.0508
0.1163 0.1272 -0.3021
0.0696 -0.2735 -0.1423
0.5895 -0.3424 -0.3440
0.1568 -0.2146 -0.3000
-0.0913 0.0053 0.0386
0.6494 -0.0278 -0.2686
-0.3126 0.0336 -0.1121
0.2477 0.5681 -0.6024
0.1939 -0.0282 0.0014
-0.0034 0.0092 0.0520
0.7572 0.9019 0.0506
-0.7684 -1.2815 0.8614
0.0463 0.1583 -0.0475
0.0158 -0.0425 0.0039
-0.0252 0.0354 0.0487
-0.0202 0.1003 0.1169
0.2229 0.1825 -0.2110
0.0271 -0.0285 -0.0078
0.0174 -0.0081 0.0038
0.0914 0.0808 -0.1198
-0.0278 0.0499 -0.0735
0.0176 -0.4186 0.0215
0.0071 -0.0137 -0.0127
-0.2536 -0.4163 0.2187
0.1265 0.4444 -0.4761
0.0292 0.0960 -0.0012
-0.0947 -0.0564 0.0341
-0.3129 0.0312 0.3292
-0.0105 0.0636 -0.0045
-0.0064 -0.0001 -0.0417
-0.0281 0.0155 -0.0329
0.0640 0.0732 0.0061
-0.0092 0.0610 -0.0214
0.1201 0.1503 0.0658
-0.0273 0.1207 0.1402
-0.0927 0.1168 0.0264
-0.1647 0.0548 0.0374
0.1379 0.0133 0.1215
-0.1068 -0.1191 -0.1095
-0.2263 0.0487 0.2562
-0.0191 0.0416 -0.0215
-0.1041 -0.0870 0.1269
1.1989 0.1805 -0.1676
-0.0847 -0.3054 -0.0684
0.0826 0.0872 -0.3867
0.9591 1.9256 0.5878
0.0700 -0.0358 0.0948
-0.0167 0.4720 -0.2351
0.0440 -0.0928 -0.0773
-0.1504 0.1763 0.1790
0.1532 -0.2758 0.0279
0.0708 -0.0507 0.0304
-0.0472 -0.1327 0.0241
0.0311 0.2257 -1.1622
-0.1811 -0.2708 -0.0556
0.2469 0.3435 1.0071

DFT total energy ... -103032.45351 eV
Total charge ... +1
Max |F| ... 2.7 eV/Å



# 2
The following is a quantum chemistry calculation of C25H40GeO7PSeTi as an isolated structure, from OMol25.

CARTESIAN COORDINATES (ANGSTROEM)
1 H -1.37329 5.38606 -4.83920
2 H -0.85399 -0.62821 4.32321
3 H 3.63125 -4.55570 4.29814
4 O -3.47092 -3.42458 -1.05504
5 H 1.67703 4.18398 -1.78422
6 H 1.22815 0.06582 1.57039
7 H -4.36000 -1.07617 -2.07899
8 H -3.98753 1.13405 2.00199
9 H -2.65381 4.28960 -4.32431
10 H -2.28054 -4.26905 1.72969
11 C 3.57800 1.14687 -1.78980
12 C 2.23392 -2.37225 1.42242
13 H -1.48109 -3.68616 -1.68085
14 H -0.56704 -3.91084 1.37848
15 H -1.41445 -3.04205 2.70170
16 H 2.49576 -0.73152 2.83115
17 C 1.77740 -1.46051 0.29965
18 H -2.08996 6.17684 -1.81578
19 C 2.87245 -0.68057 -0.38623
20 O 0.77788 -0.47949 0.90800
21 C -1.56824 5.35856 -1.31916
22 C 0.85986 -2.14337 -0.73028
23 H 1.65532 3.91424 -3.53945
24 H -3.59992 1.87635 3.58248
25 O -2.89523 -0.90672 -0.59920
26 H 3.31014 -2.12495 4.63207
27 H -2.54112 -0.90052 4.86637
28 C 5.19490 -0.42498 -0.95326
29 H -1.19341 3.65572 -5.11017
30 O 0.88290 -3.24092 -1.14684
31 C 2.44679 -3.73555 1.22851
32 H -0.06065 1.71143 -2.43882
33 C -3.50137 -0.44612 -1.85835
34 C -3.68415 0.93695 3.02633
35 O -0.19030 -1.26947 -1.14749
36 C 4.89340 0.70747 -1.69452
37 C 4.19102 -1.11900 -0.29323
38 H 5.68180 1.24772 -2.20067
39 H 6.21751 -0.76888 -0.88130
40 C -2.38841 0.22706 3.10102
41 H 3.11630 -5.56850 2.10306
42 H -0.14351 3.85888 0.47263
43 H -2.66310 -4.95890 -2.14252
44 H 0.95516 2.48289 0.14354
45 Ge -0.71411 4.25774 -2.68506
46 H 3.34243 2.02763 -2.37248
47 C 3.23786 -3.94547 3.49656
48 H -1.82960 0.66951 5.08932
49 C 0.00715 2.78711 0.58023
50 C -1.57337 4.40261 -4.41317
51 Ti -1.10652 -0.57078 0.20959
52 C -1.84343 -0.18885 4.41222
53 O -1.74663 -0.01864 2.05287
54 H 1.54340 0.77620 -1.24798
55 H 2.25606 -4.20191 0.27452
56 C -0.96339 2.27786 -2.21735
57 H -4.44569 0.35629 3.55458
58 H 4.44193 -1.99358 0.29078
59 C 2.57045 0.44893 -1.14814
60 C 1.21269 4.48825 -2.72464
61 H -1.78574 1.86944 -2.80588
62 H -3.82467 0.58055 -1.71084
63 H -2.75049 -0.53433 -2.63997
64 H 1.46354 5.53677 -2.88641
65 P -3.48886 -2.43135 0.11880
66 O -1.90639 -2.45270 0.75918
67 C 2.94480 -4.51329 2.26721
68 H -2.69359 -3.38118 -2.97287
69 Se -1.46572 1.94426 -0.37389
70 C 2.56184 -1.80139 2.65329
71 H -0.83461 5.80233 -0.64572
72 C -2.48490 -3.89471 -2.03929
73 C 3.05112 -2.58269 3.68705
74 C -1.51191 -3.49805 1.72071
75 H -2.31813 4.83071 -0.72619
76 H -0.06043 2.51720 1.63184

Atomic forces in eV per Å
0.0043 0.0078 0.0222
0.0042 -0.0157 0.0222
0.0024 -0.0001 -0.0008
0.0469 -0.0939 -0.0514
-0.0084 0.0047 -0.0016
-0.0478 -0.0801 0.1344
-0.0148 0.0122 -0.0320
-0.0109 -0.0010 0.0020
0.0030 -0.0060 0.0084
0.0030 -0.0083 0.0206
-0.0231 0.0104 -0.0061
0.0137 -0.1142 -0.1134
0.0139 -0.0290 -0.0297
0.0035 -0.0142 0.0244
0.0149 -0.0230 0.0141
-0.0032 0.0315 -0.0512
-0.0616 0.0208 0.0262
0.0299 0.0141 -0.0090
0.0833 -0.0656 0.0769
-0.0867 -0.1380 -0.1868
-0.0638 0.0013 0.0732
-0.2303 0.2329 -0.2828
-0.0132 -0.0107 0.0034
-0.0126 0.0039 -0.0047
-0.2061 -0.1549 -0.1431
-0.0039 0.0068 -0.0004
0.0230 -0.0105 0.0171
0.0168 0.0168 -0.0118
0.0021 -0.0012 0.0071
0.1995 -0.0674 -0.1598
-0.0441 -0.0269 0.0534
0.0267 -0.0108 -0.0262
0.0195 -0.0238 0.1832
0.0437 -0.0275 0.0247
0.1943 0.0184 0.7382
0.0000 -0.0189 0.0165
0.0052 0.0425 0.0239
-0.0009 -0.0003 -0.0034
-0.0011 -0.0027 0.0026
0.0835 0.0410 0.0043
0.0008 -0.0010 -0.0050
0.0085 -0.0019 -0.0025
0.0301 -0.0083 -0.0196
-0.0012 0.0035 0.0251
-0.0175 0.0427 -0.0546
-0.0002 -0.0012 -0.0053
0.0059 -0.0181 0.0031
0.0132 -0.0090 0.0108
0.0408 0.0022 -0.0354
-0.0021 -0.0076 -0.0628
-0.0037 0.0594 0.0782
-0.0641 0.0367 -0.0507
0.0626 -0.0229 -0.1200
-0.0456 0.0188 -0.0269
0.0201 0.0175 0.0141
0.0197 -0.0840 0.0559
-0.0141 0.0119 -0.0084
-0.0104 -0.0112 -0.0063
-0.0122 -0.0041 -0.0538
0.1028 -0.0151 0.0089
-0.0170 0.0455 0.0091
-0.0164 0.0034 -0.0362
-0.0292 0.0022 -0.0301
-0.0356 0.0082 -0.0083
-0.0519 0.1713 -0.0395
0.1655 0.1139 -0.0076
0.0034 0.0052 0.0288
0.0154 -0.0126 -0.0162
-0.0670 -0.0794 -0.0692
0.0382 0.0356 0.0525
0.0025 0.0054 -0.0049
-0.0812 0.0941 0.0944
-0.0140 -0.0030 -0.0166
-0.0409 0.1088 -0.0612
0.0063 -0.0216 -0.0254
-0.0165 -0.0056 0.0007

DFT total energy ... -195149.89859 eV
Relative energy (zero: lowest compared OMol25 entry of this formula, charge and spin) ... 86.81 kJ/mol
Total charge ... +3
Max |F| ... 0.8 eV/Å